Record 1
Density functional theory data (wB97M-V/def2-TZVPD) for 2 unconnected molecules or ions with the total composition C2H6FNO.

Values from the calculation:
Maximum force: 4.12 eV/A
LUMO level: 0.9756 eV
Relative energy (zero: lowest compared OMol25 entry of this formula, charge and spin): 84.7 kcal/mol

The geometry in ORCA input format:
```
! RIJCOSX wB97M-V def2-TZVPD def2/J DEFGRID3
* xyz 0 1
C -1.186 0.463 -0.717
C 1.058 -0.336 -0.251
N 1.037 -0.305 1.100
O -1.913 0.601 0.439
F 1.892 0.558 -0.905
H -0.771 1.224 -1.266
H -1.673 -0.287 -1.328
H 1.254 -1.294 -0.614
H 1.642 -0.953 1.553
H 0.897 0.571 1.453
H -2.237 -0.241 0.537
*
```

natural (NBO) population analysis, charges in e, atoms 1 to 4:
1 C -0.08
2 C 0.31
3 N -0.86
4 O -0.67

Record 2
Density functional theory data (wB97M-V/def2-TZVPD) for 2 unconnected molecules or ions with the total composition C2H6FNO2.

Values from the calculation:
Maximum force: 7.19 eV/A
LUMO level (spin up / spin down): 0.7847 / -1.9302 eV

The geometry in ORCA input format:
```
! RIJCOSX wB97M-V def2-TZVPD def2/J DEFGRID3
* xyz 0 3
C 0.802 -1.886 0.291
C -0.972 2.189 -1.397
N 0.106 0.276 0.917
O -1.570 3.222 -1.392
O 0.249 -0.618 -0.067
F -0.984 -0.152 1.772
H 0.176 -2.385 1.036
H 1.821 -1.765 0.676
H 0.815 -2.466 -0.628
H 0.122 2.132 -1.269
H -1.461 1.211 -1.524
H 0.895 0.242 1.585
*
```

natural (NBO) population analysis, charges in e, atoms 1 to 4:
1 C -0.28
2 C -0.26
3 N 0.06
4 O -0.21

Record 3
Density functional theory data (wB97M-V/def2-TZVPD) for 2 unconnected molecules or ions with the total composition C2H6FP.

Values from the calculation:
Maximum force: 2.81 eV/A
LUMO level (spin up / spin down): -0.7976 / -0.1343 eV
Relative energy (zero: lowest compared OMol25 entry of this formula, charge and spin): 77.0 kcal/mol

The geometry in ORCA input format:
```
! RIJCOSX wB97M-V def2-TZVPD def2/J DEFGRID3
* xyz 0 1
C 2.155 1.101 -0.086
C -1.158 -1.247 -0.132
F -2.039 1.004 0.959
P -1.394 0.575 -0.579
H 1.998 2.147 0.065
H 1.822 0.504 -0.952
H 1.897 0.444 0.763
H -0.288 -1.528 -0.682
H -2.134 -1.832 -0.220
H -0.859 -1.168 0.864
*
```

natural (NBO) population analysis, charges in e, atoms 1 to 4:
1 C -0.50
2 C -0.99
3 F -0.60
4 P 0.89

Record 4
Density functional theory data (wB97M-V/def2-TZVPD) for 2 unconnected molecules or ions with the total composition C2H6FP.

Values from the calculation:
Maximum force: 3.66 eV/A
LUMO level: 0.2418 eV
Relative energy (zero: lowest compared OMol25 entry of this formula, charge and spin): 72.1 kcal/mol

The geometry in ORCA input format:
```
! RIJCOSX wB97M-V def2-TZVPD def2/J DEFGRID3
* xyz 0 1
C 1.132 -0.576 0.909
C -1.586 0.446 -0.833
F -1.819 -0.863 -0.515
P 0.760 1.071 0.094
H 1.240 -1.422 0.374
H 0.417 -0.804 1.664
H 2.043 -0.281 1.386
H -2.240 1.021 -0.144
H -1.627 0.551 -1.928
H 1.680 0.857 -1.008
*
```

natural (NBO) population analysis, charges in e, atoms 1 to 4:
1 C -0.90
2 C -0.04
3 F -0.38
4 P 0.34

Record 5
Density functional theory data (wB97M-V/def2-TZVPD) for a molecular structure, C2H6I2N2S.

Values from the calculation:
Maximum force: 3.19 eV/A
LUMO level: 0.1387 eV
Relative energy (zero: lowest compared OMol25 entry of this formula, charge and spin): 38.2 kcal/mol

The geometry in ORCA input format:
```
! RIJCOSX wB97M-V def2-TZVPD def2/J DEFGRID3
* xyz 0 1
C -1.211 0.043 1.261
C -0.294 -0.026 -1.455
N 0.798 1.331 0.710
N 0.946 -1.440 0.639
S 0.239 -0.115 0.329
I 2.502 1.842 -0.176
I 2.634 -1.907 -0.171
H -1.919 0.559 0.490
H -1.620 -0.845 1.613
H -0.861 0.756 2.018
H -1.276 -0.468 -1.441
H -0.284 1.013 -1.854
H 0.346 -0.744 -1.963
*
```

natural (NBO) population analysis, charges in e, atoms 1 to 4:
1 C -0.81
2 C -0.84
3 N -1.14
4 N -1.16

Record 6
Density functional theory data (wB97M-V/def2-TZVPD) for a molecular structure, C2H6I2N3.

Values from the calculation:
Maximum force: 2.42 eV/A
LUMO level: -4.3425 eV
Relative energy (zero: lowest compared OMol25 entry of this formula, charge and spin): 45.9 kcal/mol

The geometry in ORCA input format:
```
! RIJCOSX wB97M-V def2-TZVPD def2/J DEFGRID3
* xyz 1 1
C 2.631 0.030 0.916
C -1.069 0.043 -0.867
N 3.028 0.553 1.878
N -0.191 -0.828 -0.788
N 2.103 -0.588 -0.024
I -0.682 -2.807 -0.735
I -4.799 0.707 0.260
H -0.704 1.019 -1.037
H -2.160 0.006 -0.874
H -5.126 2.307 0.152
H 3.392 1.465 2.132
H 0.914 -0.537 -0.569
H 2.664 -1.371 -0.444
*
```

natural (NBO) population analysis, charges in e, atoms 1 to 4:
1 C 0.73
2 C 0.07
3 N -0.58
4 N -0.58

Record 7
Density functional theory data (wB97M-V/def2-TZVPD) for a molecular structure, C2H6IN.

Values from the calculation:
Maximum force: 5.06 eV/A
LUMO level: 0.1923 eV
Relative energy (zero: lowest compared OMol25 entry of this formula, charge and spin): 5.7 kcal/mol

The geometry in ORCA input format:
```
! RIJCOSX wB97M-V def2-TZVPD def2/J DEFGRID3
* xyz 0 1
C 0.827 0.234 0.763
C 0.149 0.348 -0.594
N -0.932 -0.793 -0.839
I -2.692 -0.033 -0.189
H 1.166 -0.810 0.605
H 1.544 0.873 1.072
H 0.032 0.248 1.455
H -0.314 1.317 -0.809
H 0.919 0.203 -1.380
H -0.696 -1.587 -0.085
*
```

natural (NBO) population analysis, charges in e, atoms 1 to 4:
1 C -0.62
2 C -0.22
3 N -0.78
4 I 0.25

Record 8
Density functional theory data (wB97M-V/def2-TZVPD) for C2H6INO in the gas phase.

Values from the calculation:
Maximum force: 2.44 eV/A
LUMO level: 0.0641 eV
Relative energy (zero: lowest compared OMol25 entry of this formula, charge and spin): 0.0 kcal/mol

The geometry in ORCA input format:
```
! RIJCOSX wB97M-V def2-TZVPD def2/J DEFGRID3
* xyz 0 1
C 0.064 1.145 -0.086
C -0.385 -0.275 0.353
O -1.667 -0.649 0.031
N 0.556 -1.225 -0.428
I 2.470 -1.073 0.282
H 0.007 1.410 -1.232
H 1.119 1.389 0.201
H -0.398 1.966 0.581
H -0.340 -0.144 1.491
H -1.721 -0.339 -0.852
H 0.295 -2.205 -0.341
*
```

natural (NBO) population analysis, charges in e, atoms 1 to 4:
1 C -0.69
2 C 0.22
3 O -0.68
4 N -0.81

Record 9
Density functional theory data (wB97M-V/def2-TZVPD) for a molecular structure, C2H6INO2S.

Values from the calculation:
Maximum force: 4.33 eV/A
LUMO level: -0.8310 eV
Relative energy (zero: lowest compared OMol25 entry of this formula, charge and spin): 59.1 kcal/mol

The geometry in ORCA input format:
```
! RIJCOSX wB97M-V def2-TZVPD def2/J DEFGRID3
* xyz 0 1
C 0.265 0.446 -1.345
C -0.857 0.244 -0.387
N -0.779 -1.596 1.617
O 1.203 0.058 1.410
O 1.289 1.351 -1.040
S -0.202 -0.213 1.299
I 0.519 -3.292 1.267
H 0.768 -0.431 -1.816
H -0.287 0.926 -2.146
H -1.629 -0.276 -0.865
H -1.141 1.279 -0.200
H 1.747 1.007 -0.207
H -0.896 0.496 2.414
*
```

natural (NBO) population analysis, charges in e, atoms 1 to 4:
1 C -0.08
2 C -0.63
3 N -1.11
4 O -0.94

Record 10
Density functional theory data (wB97M-V/def2-TZVPD) for C2H6IO2P in the gas phase.

Values from the calculation:
Maximum force: 4.82 eV/A
LUMO level (spin up / spin down): -2.5294 / -2.4183 eV
Relative energy (zero: lowest compared OMol25 entry of this formula, charge and spin): 75.5 kcal/mol

The geometry in ORCA input format:
```
! RIJCOSX wB97M-V def2-TZVPD def2/J DEFGRID3
* xyz 0 1
C -0.795 0.959 -0.719
C 0.267 -0.200 -0.394
O 0.054 -0.488 0.992
P 0.683 0.354 2.191
O 1.963 -0.452 2.710
I 4.034 0.180 1.760
H -1.696 0.562 -0.418
H -0.522 1.796 0.023
H -0.609 1.263 -1.704
H 1.279 0.238 -0.494
H 0.282 -1.070 -1.004
H -0.151 -0.371 3.126
*
```

natural (NBO) population analysis, charges in e, atoms 1 to 4:
1 C -0.62
2 C -0.05
3 O -0.83
4 P 1.19

| no. | electronic energy (eV) |
| --- | --- |
| 1 | -8422.760 |
| 2 | -10465.683 |
| 3 | -14174.383 |
| 4 | -14174.598 |
| 5 | -32183.462 |
| 6 | -22833.834 |
| 7 | -11760.416 |
| 8 | -13808.020 |
| 9 | -26688.006 |
| 10 | -23653.701 |